Record 1
Entry from the OMol25 dataset: one molecule with the formula C7H9N5O in a non-equilibrium geometry (the ωB97M-V functional and the def2-TZVPD basis).

Frontier orbital gap, hartree: 0.346
Energy above the lowest of the compared OMol25 structures with the same formula, charge and spin, kJ/mol: 0.00
SMILES string: Nc1ncnc2c1C(=O)NCCN2

Each line ends with the Löwdin charge.
Cartesian coordinates (Å):
C: 2.0854 0.5910 0.0295  -0.30
C: 2.5279 -1.5806 -0.2420  -0.24
C: 0.3888 -1.0760 0.0658  -0.30
C: -2.0917 -0.9549 0.6221  -0.18
C: -2.5070 0.1263 -0.3803  -0.22
C: -0.2288 1.4349 -0.0276  -0.38
C: 0.6850 0.3073 0.0595  -0.01
H: 1.8441 2.5497 0.3796  0.08
H: 3.4976 1.9287 0.2949  0.11
H: 3.2328 -2.3972 -0.4327  0.11
H: -0.9340 -2.5296 -0.2302  0.14
H: -2.0166 -0.5387 1.6498  0.13
H: -2.8566 -1.7551 0.6608  0.12
H: -2.5790 -0.3544 -1.4060  0.13
H: -3.4870 0.5087 -0.0633  0.12
H: -2.0379 2.1186 -0.8741  0.19
N: 2.5242 1.8387 0.1146  0.17
N: 3.0246 -0.4183 0.0324  0.12
N: 1.2629 -1.9769 -0.2611  0.11
N: -0.8658 -1.6369 0.2703  0.05
N: -1.5632 1.2003 -0.4697  0.03
O: 0.0943 2.6144 0.2079  0.01

***

Record 2
Entry from the OMol25 dataset: an isolated ion of composition C7H9N6 and charge +1 in a non-equilibrium geometry (the ωB97M-V functional and the def2-TZVPD basis).

Frontier orbital gap, hartree: 0.309
Total charge: +1
Energy above the lowest of the compared OMol25 structures with the same formula, charge and spin, kJ/mol: 458.85
SMILES string: [H]/N=N/[N+]1=C2C(=NNN2C)CCC#C1

Each line ends with the Löwdin charge.
Cartesian coordinates (Å):
C: 0.2894 -2.4953 0.1856  0.01
C: -0.7851 -1.9491 0.0622  -0.04
C: 1.3139 0.0083 -0.1286  -0.16
C: -0.0641 0.3227 -0.1045  0.08
C: 1.7223 -2.5797 0.2501  -0.15
C: 2.1793 -1.2096 -0.3340  -0.09
C: -1.3646 2.4409 0.1765  0.03
N: 1.9431 1.1772 -0.0491  0.17
N: -3.6157 -0.8961 -0.0811  0.11
N: -2.5659 -0.2086 -0.1196  -0.11
N: 1.0612 2.1241 0.0295  0.08
N: -0.1920 1.6395 0.0144  -0.05
N: -1.4203 -0.7845 -0.0594  -0.01
H: 2.0469 -2.7004 1.2865  0.13
H: 2.1457 -3.3857 -0.3481  0.13
H: 2.2867 -1.3159 -1.4171  0.14
H: 3.1630 -0.9483 0.0626  0.13
H: -2.1062 1.8718 0.7388  0.09
H: -1.1145 3.3505 0.7171  0.11
H: -1.7985 2.7028 -0.7901  0.12
H: -4.4252 -0.2740 -0.1473  0.07
H: 1.3007 3.1092 0.0554  0.21

***

Record 3
Entry from the OMol25 dataset: one molecule with the formula C7H9NO in a non-equilibrium geometry (the ωB97M-V functional and the def2-TZVPD basis).

Frontier orbital gap, hartree: 0.351
Energy above the lowest of the compared OMol25 structures with the same formula, charge and spin, kJ/mol: 642.54
SMILES string: C=C1[C@@H](N)C(=C)[C@@H]2O[C@H]12

Each line ends with the Löwdin charge.
Cartesian coordinates (Å):
C: -0.4817 0.3476 0.5573  -0.36
C: -0.6362 -1.0275 -0.0986  -0.22
C: -1.8070 -1.3941 -0.7003  0.06
C: 0.8260 -1.7462 -0.1202  -0.02
C: 1.6181 -0.4558 -0.2472  -0.26
C: 0.7408 0.7588 -0.2689  -0.15
C: 1.3927 2.0452 -0.5541  0.12
H: -1.3727 2.0467 0.9530  0.02
H: -2.2748 0.9266 1.4566  0.17
H: -0.2456 -0.1667 1.6301  0.20
H: -2.6015 -0.7026 -0.8487  0.04
H: -1.9028 -2.4577 -0.7968  0.05
H: 1.2793 -2.8124 -0.2770  0.17
H: 2.3499 -0.5999 -0.9664  0.12
H: 2.3783 2.3820 -0.7676  0.04
H: 0.5893 2.8207 -0.5516  0.05
N: -1.6348 1.2156 0.5331  0.04
O: 1.7827 -1.1803 1.0671  -0.09

***

Question: Number 3 is which compound?
Answer: C7H9NO